{
  "formula": "C34H41BF25INO11P2",
  "method": "the ωB97M-V functional and the def2-TZVPD basis",
  "mol_weight_g_mol": 1314.31,
  "homo_ev": -11.4,
  "largest_force_ev_per_a": 3.655,
  "total_charge": 1,
  "e_tot_ha": -5704.24772,
  "elements": ["C", "O", "C", "C", "F", "N", "P", "C", "C", "C", "C", "C", "C", "C", "C", "C", "C", "I", "P", "O", "O", "C", "C", "C", "O", "O", "C", "C", "O", "B", "O", "O", "C", "H", "H", "H", "H", "H", "H", "H", "H", "H", "H", "H", "H", "H", "H", "H", "H", "H", "H", "H", "H", "H", "H", "H", "H", "H", "H", "H", "H", "H", "C", "C", "C", "F", "F", "F", "F", "O", "C", "C", "F", "F", "F", "F", "H", "H", "H", "H", "C", "C", "C", "F", "F", "F", "F", "O", "C", "C", "F", "F", "F", "F", "H", "H", "H", "H", "C", "C", "C", "F", "F", "F", "F", "O", "C", "C", "F", "F", "F", "F", "H", "H", "H", "H"],
  "coordinates": [[6.4580, 0.4793, -1.7608], [5.4033, -0.1601, -1.0179], [4.1607, 0.2939, -1.5447], [2.9926, -0.5613, -1.0763], [1.8846, 0.1443, -1.4776], [2.8980, -0.5669, 0.4718], [2.0779, 0.9874, 1.0233], [3.4917, 2.0984, 1.5491], [0.9261, 0.9411, 2.4342], [2.4238, -1.9169, 0.9687], [2.2474, -2.0047, 2.4758], [3.4308, -1.9552, 3.2198], [3.3981, -2.0331, 4.5894], [2.2049, -2.1290, 5.2941], [1.0340, -2.1777, 4.5594], [1.0747, -2.1197, 3.1851], [1.3784, -2.6237, 0.0565], [1.2382, -4.6891, 0.8205], [-0.3654, -2.0128, 0.0360], [-0.5497, -0.5414, 0.0389], [1.8078, -2.7883, -1.2710], [2.8648, -1.9249, -1.7420], [4.2230, -2.7700, -1.6795], [4.0060, -4.2646, -1.4827], [3.3845, -5.0091, -2.1778], [4.6722, -4.8209, -0.3388], [6.0150, -4.9305, -0.5924], [6.9249, -5.4223, 0.5294], [6.4927, -4.6857, -1.6788], [2.5902, -1.8069, -3.3500], [2.4351, -2.9759, -4.0585], [2.5071, -0.6187, -4.0332], [1.1102, -0.4396, -4.3789], [6.7013, -0.1534, -2.6250], [6.1413, 1.4609, -2.1492], [7.3222, 0.6720, -1.1198], [4.0029, 1.3326, -1.1963], [4.2261, 0.3548, -2.6398], [3.8829, -0.4944, 0.7658], [3.6034, 2.8278, 0.7396], [4.4371, 1.5383, 1.6416], [3.2697, 2.6335, 2.4782], [0.1150, 0.2126, 2.4164], [1.4606, 0.7916, 3.3905], [0.4667, 1.9380, 2.5139], [3.3084, -2.5646, 0.8254], [4.4066, -1.8915, 2.7318], [4.3209, -2.0203, 5.1680], [2.1553, -2.1604, 6.3787], [0.0752, -2.2386, 5.0666], [0.1184, -2.1289, 2.6653], [-1.1636, -2.5937, 1.0564], [-0.9006, -2.5308, -1.1750], [4.8740, -2.5379, -2.5299], [4.7559, -2.4092, -0.7862], [7.9525, -5.3566, 0.1585], [6.7503, -6.4846, 0.7410], [6.8564, -4.7940, 1.4245], [1.6644, -3.4784, -3.7624], [0.8314, -1.0638, -5.2307], [0.4618, -0.7805, -3.5451], [0.8648, 0.6077, -4.5471], [-5.3303, -0.2845, 5.5739], [-3.8739, -0.1964, 5.0600], [-3.1840, -1.5348, 4.7836], [-3.0749, -2.3006, 5.8778], [-1.9123, -1.3064, 4.3409], [-3.1511, 0.5663, 5.9049], [-3.9085, 0.4834, 3.8763], [-5.5280, -0.1557, 6.9786], [-5.4059, -1.2610, 7.8100], [-4.2479, -1.1116, 8.8027], [-3.0719, -0.9374, 8.1635], [-4.1390, -2.2294, 9.5523], [-5.3232, -2.3924, 7.0863], [-6.5517, -1.3398, 8.5122], [-5.8447, 0.5832, 5.1597], [-5.8616, -1.1452, 5.1663], [-3.7162, -2.1000, 4.0141], [-4.4131, -0.2552, 9.4589], [-3.7344, 4.5089, 3.2099], [-5.2424, 4.1769, 3.2591], [-5.7889, 3.3920, 2.0648], [-5.6528, 4.0623, 0.9082], [-7.1148, 3.1607, 2.2240], [-5.9374, 5.3130, 3.4624], [-5.4364, 3.4139, 4.3764], [-3.3431, 5.8073, 2.7693], [-3.1897, 6.0726, 1.4169], [-4.1922, 7.1173, 0.9155], [-5.4599, 6.7157, 1.1198], [-4.0328, 7.3029, -0.4141], [-3.2284, 4.9339, 0.7019], [-1.9450, 6.5753, 1.2651], [-3.4035, 4.4807, 4.2481], [-3.1619, 3.7279, 2.7082], [-5.2889, 2.4233, 1.9707], [-4.0447, 8.0689, 1.4301], [-2.1095, -0.2454, -8.5730], [-0.9934, 0.2981, -7.6549], [-1.3231, 1.5467, -6.8299], [-1.6134, 2.6055, -7.5977], [-0.2469, 1.8941, -6.0760], [0.1250, 0.4853, -8.3817], [-0.7077, -0.7058, -6.7623], [-2.0674, 0.0968, -9.9546], [-2.6235, 1.2900, -10.3985], [-1.5702, 2.2325, -10.9906], [-0.6138, 2.5269, -10.0881], [-2.1511, 3.3943, -11.3605], [-3.3444, 1.8694, -9.4220], [-3.4936, 0.9661, -11.3750], [-1.9760, -1.3273, -8.5739], [-3.1011, -0.0830, -8.1493], [-2.1636, 1.3587, -6.1558], [-1.0940, 1.7774, -11.8612]],
  "atomic_forces_ev_per_a": [[0.073, 0.182, -0.224], [-0.284, 0.462, -0.023], [1.009, 0.399, 0.344], [-1.329, 0.605, -0.739], [-0.009, -0.429, -0.178], [0.719, -0.672, 0.310], [-1.576, 3.029, -1.303], [0.147, -0.984, -0.035], [0.836, -0.810, 1.994], [0.415, -1.692, 0.021], [0.812, 0.663, 0.131], [0.167, -0.088, -0.509], [0.564, 0.087, 1.284], [-0.235, -0.013, -0.355], [-0.204, -0.016, 0.677], [-1.164, 0.129, -0.819], [0.077, -0.661, 0.593], [-0.156, 0.199, -0.120], [-1.532, 1.062, -0.698], [0.619, 0.055, 0.339], [-0.459, 1.370, 0.572], [1.598, -1.473, -0.927], [-0.251, 0.951, 1.666], [-0.225, -1.231, -1.354], [0.383, 0.962, 0.845], [0.521, 0.638, -0.285], [1.557, -0.385, -0.423], [-0.203, 0.119, -0.188], [-0.989, 0.199, 0.582], [-0.329, 0.000, -0.903], [-0.684, 0.700, 0.453], [-0.007, 0.082, 0.684], [-0.636, -0.554, 0.204], [0.202, 0.145, 0.256], [-0.055, -0.259, 0.205], [-0.178, -0.439, -0.052], [-0.327, -0.321, -0.076], [-0.551, -0.360, 0.186], [-0.135, -0.113, 0.103], [0.001, -0.158, 0.217], [-0.176, 0.322, 0.189], [0.047, -0.277, -0.089], [0.207, 0.156, -0.546], [-0.250, -0.004, -0.224], [0.318, -0.110, -0.611], [-0.249, 0.269, -0.214], [-0.222, -0.038, -0.002], [-0.067, 0.044, -0.293], [0.236, -0.037, -0.190], [0.190, -0.035, -0.153], [0.179, -0.069, 0.095], [0.638, -0.412, -0.192], [0.488, -0.537, 0.392], [-0.170, -0.444, 0.079], [0.197, -0.251, -0.418], [-0.322, 0.099, -0.060], [-0.283, 0.363, 0.209], [-0.267, -0.367, -0.052], [0.525, -0.572, 0.122], [0.359, 0.316, -0.008], [0.253, 0.245, -0.126], [0.464, -0.138, -0.078], [-0.593, 0.234, -0.035], [-0.452, 0.402, 0.776], [0.284, -0.194, -0.337], [-0.013, 0.104, 0.108], [-0.083, 0.197, -0.168], [0.202, -0.224, -0.037], [-0.043, -0.307, -0.287], [0.793, -0.365, 0.004], [-0.753, 0.268, -0.816], [0.271, 0.092, 0.454], [-0.070, -0.006, -0.165], [-0.197, -0.043, -0.097], [0.183, -0.126, 0.197], [0.157, 0.027, 0.254], [0.194, 0.106, 0.051], [0.261, -0.195, 0.075], [-0.069, 0.121, -0.039], [-0.150, 0.009, -0.056], [0.617, -0.086, 0.396], [0.289, 0.882, 0.142], [-0.530, -0.512, -0.161], [0.167, 0.173, 0.052], [0.056, 0.026, 0.301], [-0.117, -0.067, -0.252], [0.100, -0.379, -0.272], [-0.723, -0.063, -0.495], [0.445, -0.681, 0.747], [-0.271, 0.459, -0.150], [0.059, -0.171, 0.096], [0.216, -0.109, 0.033], [-0.101, 0.136, -0.246], [-0.089, 0.235, -0.115], [-0.149, 0.100, 0.020], [-0.217, -0.015, -0.228], [0.119, 0.044, 0.115], [0.150, -0.053, 0.050], [-0.422, -0.552, -0.167], [0.151, -0.139, -0.889], [-0.013, 0.186, 0.478], [-0.024, -0.079, -0.224], [0.070, -0.191, -0.020], [0.016, 0.181, 0.134], [-0.404, 0.243, 0.071], [0.399, 0.755, 0.337], [-0.427, -0.900, 0.465], [0.327, 0.272, -0.333], [-0.072, -0.124, 0.158], [-0.198, -0.123, 0.024], [0.107, 0.279, -0.058], [0.151, 0.153, -0.185], [0.172, 0.053, -0.022], [0.075, 0.293, 0.067], [-0.008, -0.112, -0.035], [-0.119, -0.113, -0.003]],
  "lowdin_charge": [-0.0514, -0.1969, -0.1229, -0.3533, 0.0227, -0.0597, 1.0421, -0.2370, -0.2683, -0.2632, -0.2635, -0.0374, -0.0631, -0.0403, -0.0515, -0.1179, -0.8241, 1.0771, 0.6954, -0.4301, -0.1735, -0.1888, 0.0341, -0.4075, 0.1893, 0.0456, -0.4770, 0.0325, 0.1247, -0.5766, 0.2154, 0.0385, -0.0208, 0.1050, 0.0990, 0.0988, 0.1383, 0.1474, 0.1345, 0.0336, 0.0421, 0.0485, 0.0204, 0.0496, 0.0639, 0.1271, 0.1253, 0.1174, 0.1201, 0.1057, 0.0671, 0.0135, 0.0457, 0.1566, 0.1194, 0.0923, 0.0981, 0.0862, 0.1305, 0.0856, 0.1011, 0.0918, -0.0356, -0.4368, -0.2884, 0.1070, 0.0640, 0.1350, 0.0928, 0.0467, -0.5312, -0.2802, 0.0925, 0.1058, 0.1444, 0.1572, 0.1444, 0.1474, 0.1758, 0.1778, -0.0413, -0.4386, -0.3074, 0.1015, 0.0964, 0.1408, 0.0965, 0.0434, -0.5314, -0.2846, 0.1040, 0.1025, 0.1427, 0.1439, 0.1480, 0.1406, 0.1670, 0.1772, -0.0413, -0.4257, -0.3006, 0.1103, 0.0802, 0.1401, 0.0795, 0.0443, -0.5308, -0.2837, 0.0989, 0.1054, 0.1465, 0.1532, 0.1485, 0.1458, 0.1753, 0.1769]
}